# H35O17

A structure of composition H35O17 in a non-equilibrium geometry (ωB97M-V/def2-TZVPD, the Open Molecules 2025 dataset).

Results
Frontier orbital gap   9.7 eV
LUMO level   -0.1015 Ha
HOMO   -0.457 Ha
Energy relative to the best compared isomer or geometry (same formula, charge and spin)   103.2 kcal/mol
Molecular weight   307.263 g mol⁻¹
Total charge   +1

The geometry in XYZ format:
```
52
Properties=species:S:1:pos:R:3:forces:R:3:nbo_charge:R:1
O 2.1334 0.7486 -3.1129 -0.16 -0.90 0.97 -0.959
H 1.1767 3.5488 0.6826 0.17 0.01 -0.48 0.484
H 1.8082 1.6154 -2.8782 0.05 0.38 -0.36 0.487
O 1.7005 3.4583 1.4775 -0.08 -0.08 0.78 -0.955
H 1.2767 -1.1130 2.2399 -0.61 -0.20 -0.03 0.490
H -4.4187 2.4319 -3.0659 -0.38 0.01 -0.41 0.488
O -1.4510 -1.7738 -1.7356 -0.06 0.11 -1.65 -0.987
H -2.3480 -2.0196 -1.5483 -0.79 0.62 -0.22 0.490
H 0.7704 -1.7259 -1.4224 0.39 -0.47 0.06 0.536
O -0.9265 1.2004 4.1625 0.06 -0.94 1.46 -0.937
H -1.0826 0.3267 4.5900 0.03 0.59 -0.73 0.466
H 2.2352 -3.1289 -2.7999 0.22 0.12 -0.48 0.477
O 0.5574 -2.6129 -1.0768 -0.11 -0.15 2.32 -0.865
H -0.1952 -5.0060 -0.8743 0.60 -0.47 -0.90 0.469
O -1.4539 1.3181 1.4300 1.45 -0.43 0.28 -0.987
H -2.3305 1.3655 1.7932 -0.53 0.27 -0.03 0.483
H 3.7569 1.0528 0.6373 0.08 0.39 -0.21 0.486
O -1.3650 -2.2833 0.6307 0.89 -0.92 1.78 -0.917
H -3.2413 -3.9027 2.0531 -0.20 -0.17 0.37 0.501
H 2.8603 0.3451 2.5120 0.11 0.32 0.28 0.494
O 0.6686 -5.4258 -1.0212 -0.14 -0.05 1.59 -0.945
H 2.2792 0.6698 -4.0460 0.04 0.62 -0.69 0.474
H 0.9684 -5.4990 -1.9180 -0.55 0.12 -0.71 0.481
O 0.3432 -1.1427 2.5323 0.21 1.33 -0.04 -1.009
H -3.3996 2.6335 -1.9885 0.15 0.18 0.08 0.479
H 0.1420 -0.1664 2.5539 -0.25 -1.00 -0.01 0.520
O 4.1569 1.8487 0.2487 0.28 -0.01 -0.34 -0.988
H -1.1761 -1.9322 1.5627 0.70 0.18 -1.55 0.549
H 3.7276 2.5780 0.6993 -0.25 0.14 0.25 0.477
O -2.8841 3.5570 1.0239 0.56 0.14 -0.42 -0.951
H -1.7168 1.2457 -2.0649 1.20 0.47 0.99 0.486
H 3.0011 4.9248 -0.3313 0.89 0.08 0.24 0.488
O 2.9023 -0.0577 1.6427 -0.27 -1.05 0.16 -0.944
H -3.3380 4.1596 0.4254 0.16 0.18 0.13 0.467
H 3.3800 -0.8909 1.7724 0.15 0.25 -0.07 0.489
O -1.9388 0.9158 -1.1594 -1.79 -0.19 -3.50 -0.963
H -2.8313 0.6944 -1.5794 0.67 -0.05 1.91 0.493
H -0.3334 -2.4052 -0.0745 -0.72 -0.15 -0.31 0.551
O 2.6563 4.2013 -0.8360 -1.36 -0.48 -1.24 -0.989
H -1.7888 -3.1863 0.8916 0.42 0.72 -0.60 0.512
H -1.4986 1.2798 0.4683 -0.52 -0.08 0.18 0.489
O 2.2586 -2.1764 -2.6779 0.28 0.80 -0.58 -0.957
H -1.3482 -0.9307 -2.1993 -0.85 -0.29 0.32 0.497
H 1.2154 3.9603 2.1370 -0.03 -0.07 0.25 0.470
O -3.4922 2.2838 -2.8819 0.05 -0.05 0.33 -0.960
H 3.2884 3.5333 -1.1192 0.55 0.40 0.47 0.502
H -0.6653 1.6917 4.9609 -0.04 0.26 -0.53 0.474
O -2.5456 -4.3688 1.5835 0.43 -0.12 -0.23 -0.928
H -1.9135 -4.7190 2.2292 -0.39 -0.03 0.08 0.506
H 0.1086 -3.0429 -1.8261 0.05 0.43 0.52 0.515
H -1.9247 3.6141 0.8183 -1.01 -0.10 0.26 0.483
H 2.2353 -1.6930 -3.5209 0.24 -0.69 0.33 0.488
```
Positions in Å, forces in eV/Å.